# 1
A molecular structure, C45H44CrP2 at a distorted geometry. Source: the OMol25 dataset; level of theory: wB97M-V/def2-TZVPD.

## Properties
molar mass	698.8	g/mol
HOMO level (spin up / spin down)	-5.269 / -5.992	eV
electronic energy	-94366.66788	eV
gap between HOMO and LUMO (spin up / spin down)	4.82 / 3.91	eV

```
! wB97M-V def2-TZVPD RIJCOSX def2/J DEFGRID3
* xyz 0 5
Cr 0.61600 -0.88786 -1.98577
C 1.24579 -0.10960 -3.87152
C 1.29919 0.74317 -2.60998
C 0.37930 1.91142 -2.48025
C -1.06065 1.46416 -2.11888
C -1.14961 -0.01752 -1.80371
C -1.12516 -1.05247 -2.82090
C -1.24358 -0.68256 -4.28718
C 0.03213 0.00054 -4.82763
C -1.28247 0.78835 3.29602
H 2.09911 0.27315 -4.47504
H 2.34211 0.95675 -2.33413
H 0.38380 2.52632 -3.39196
H 0.75429 2.56660 -1.68335
H -1.37801 2.01415 -1.22329
H -1.76302 1.78143 -2.90794
H -1.77007 -0.21240 -0.92710
H -1.57490 -2.02731 -2.56371
H -2.11304 -0.02342 -4.45640
H -1.45203 -1.58690 -4.88071
H 0.31213 -0.45968 -5.78504
H -0.15875 1.05914 -5.04682
H -0.89505 -0.03531 2.68020
H -2.20532 0.46307 3.79351
H -0.55391 1.09179 4.05986
P 1.56847 1.15520 2.47891
P -1.67763 2.18524 2.24182
C 0.93990 2.18436 1.19679
C -0.35516 2.68197 1.17893
C 2.99796 0.44388 1.71633
C 3.90376 1.19411 0.92762
C 5.19086 0.70876 0.71218
C 5.60284 -0.50173 1.28372
C 4.67027 -1.31190 1.95444
C 3.37162 -0.85850 2.15568
C 2.50723 -1.44426 -2.25352
C 1.73518 -1.57414 -3.55042
C 2.48046 -2.27372 -4.65120
C 3.63856 -2.93602 -4.33429
C 4.22970 -2.87391 -3.06221
C 3.68494 -2.07981 -2.02736
C -2.32686 3.47963 3.33642
C -1.44998 4.13337 4.22424
C -1.96139 5.00561 5.18767
C -3.33858 5.25484 5.25379
C -4.20532 4.63947 4.34417
C -3.70458 3.75509 3.38527
C -3.03292 1.69621 1.14629
C -3.64703 0.44341 1.26045
C -4.58805 0.04622 0.31220
C -4.95632 0.91284 -0.71897
C -4.38533 2.18314 -0.80180
C -3.42202 2.57938 0.12740
H 1.64648 2.54704 0.43533
H -0.58351 3.49620 0.48281
H 3.60745 2.16381 0.52452
H 5.88886 1.28913 0.10947
H 6.64839 -0.81586 1.21358
H 4.98356 -2.28445 2.33823
H 2.64211 -1.46704 2.69363
H 0.81144 -2.19806 -3.30227
H 2.02918 -2.25886 -5.64718
H 4.13256 -3.53086 -5.10614
H 5.14951 -3.43233 -2.88344
H 4.19823 -1.99819 -1.06437
H -0.37523 3.94214 4.15783
H -1.28337 5.49016 5.89130
H -3.73548 5.93475 6.01258
H -5.27658 4.84269 4.38189
H -4.38405 3.27162 2.67964
H -3.40169 -0.21551 2.09279
H -5.03091 -0.94523 0.39070
H -5.69352 0.59851 -1.45552
H -4.68256 2.87463 -1.58795
H -2.97048 3.57313 0.06018
C -0.80620 -3.07894 3.18014
C -1.63196 -2.39263 2.26765
C -1.24958 -2.23310 0.94157
C -0.06529 -2.82179 0.45741
C 0.37895 -2.74283 -0.89832
C 0.98379 -3.87981 -1.42270
C 1.64655 -4.80202 -0.57922
C 1.54516 -4.66509 0.79353
C 0.64831 -3.71598 1.34007
C 0.32551 -3.73331 2.71699
H -1.07994 -3.12760 4.23389
H -2.58275 -1.99109 2.61486
H -1.91736 -1.74345 0.22862
H 1.01403 -4.05392 -2.50269
H 2.24424 -5.59914 -1.02066
H 2.07770 -5.33478 1.47078
H 0.93964 -4.33571 3.38772
*
```



# 2
A molecular structure, C45H44N11O5RuS3. Source: the OMol25 dataset; level of theory: wB97M-V/def2-TZVPD.

## Properties
energy above the lowest of the compared OMol25 structures with the same formula, charge and spin	23.3	kcal/mol
molar mass	1016.2	g/mol
HOMO level (spin up / spin down)	-11.800 / -11.800	eV
electronic energy	-109085.23673	eV
gap between HOMO and LUMO (spin up / spin down)	5.77 / 4.78	eV

```
! wB97M-V def2-TZVPD RIJCOSX def2/J DEFGRID3
* xyz 2 2
Ru -0.45259 1.33288 0.13121
C -9.72790 -0.72087 -9.66244
O -8.71141 -1.62764 -9.24776
C -7.89388 -1.25711 -8.25115
C -6.94481 -2.20808 -7.85982
C -6.06112 -1.92227 -6.84677
C -6.09309 -0.68362 -6.19664
C -7.04428 0.25263 -6.58808
C -7.94040 -0.02088 -7.60671
C -5.16965 -0.35248 -5.11925
N -5.25263 0.70152 -4.33147
C -4.19239 0.59956 -3.48133
C -3.43809 -0.52611 -3.75171
N -4.07918 -1.12663 -4.80454
C -2.25485 -0.86176 -3.03328
C -1.41606 -1.96921 -3.26458
C -0.29134 -2.13755 -2.50193
C 0.01789 -1.20339 -1.50725
N -0.75616 -0.15923 -1.27349
C -1.88723 0.01964 -2.00774
C -2.67594 1.18182 -1.70001
N -2.22461 1.98691 -0.69874
C -2.88627 3.09812 -0.41045
C -4.04867 3.46760 -1.09108
C -4.52472 2.66477 -2.09775
C -3.82718 1.49128 -2.42637
H -10.28070 -1.23265 -10.44304
H -9.29261 0.19552 -10.06531
H -10.39975 -0.48350 -8.83571
H -6.93385 -3.16429 -8.36405
H -5.35743 -2.69330 -6.55453
H -7.08059 1.20815 -6.08271
H -8.66634 0.72618 -7.88993
H -3.80311 -1.96038 -5.29314
H -1.65519 -2.68184 -4.04350
H 0.37181 -2.97578 -2.65763
H 0.89492 -1.30590 -0.88657
H -2.48261 3.70909 0.38530
H -4.55268 4.38134 -0.81151
H -5.42125 2.91302 -2.65071
C 1.18166 -6.07087 5.09342
C 0.00212 -5.37927 4.42053
C -0.08111 -5.66708 2.92706
N 1.12748 -5.25284 2.21305
C 1.34879 -4.03189 1.75648
S 0.23144 -2.77536 1.83475
N 2.58535 -3.74403 1.19229
C 3.84728 -4.35643 1.30213
O 4.81305 -3.62850 1.37144
C 3.96330 -5.83495 1.27109
C 4.92862 -6.43633 2.07504
C 5.10014 -7.80964 2.02993
C 4.33290 -8.57706 1.16289
C 3.39003 -7.97607 0.33890
C 3.19830 -6.60478 0.39520
H 1.14826 -5.93983 6.17398
H 2.13654 -5.66803 4.74796
H 1.17826 -7.14483 4.89268
H 0.05478 -4.29825 4.56639
H -0.93471 -5.71132 4.87261
H -0.92844 -5.15732 2.47362
H -0.18946 -6.73866 2.75204
H 1.87434 -5.92939 2.15094
H 2.68828 -2.74920 1.04135
H 5.53520 -5.81996 2.72510
H 5.83903 -8.28185 2.66268
H 4.47713 -9.64843 1.12201
H 2.81173 -8.57531 -0.35118
H 2.47053 -6.12794 -0.25066
N -3.14494 5.07130 -5.53341
C -2.11613 4.59564 -4.79235
C -1.86014 3.21141 -4.73230
C -0.82098 2.72862 -3.97496
C -0.01988 3.61147 -3.24748
C -0.25217 4.98689 -3.30532
C -1.28742 5.47267 -4.06771
S 1.26193 2.99726 -2.27096
O 2.20240 4.03756 -1.98310
O 1.64396 1.69478 -2.70870
N 0.54032 2.72465 -0.75566
C 0.60086 3.57418 0.29948
S 1.36880 5.05257 0.68258
C 0.69396 4.93149 2.26577
C -0.03989 3.79959 2.42675
N -0.10118 3.03660 1.29503
H -3.66349 4.46148 -6.13893
H -3.26885 6.05920 -5.66251
H -2.47575 2.53075 -5.30840
H -0.59769 1.66856 -3.96798
H 0.39341 5.66606 -2.76476
H -1.45923 6.53976 -4.12629
H 0.87156 5.70084 2.99938
H -0.54862 3.49830 3.32857
N 1.27728 0.55508 0.93070
C 2.25127 0.09650 1.34880
N 3.31988 -0.49425 1.79779
C 4.65204 -0.13047 1.25360
C 5.33401 0.82303 2.22077
O 5.38212 0.27870 3.52249
C 4.09296 0.04183 4.04653
C 3.35456 -0.97838 3.19977
H 4.52232 0.32376 0.27201
H 5.21090 -1.06071 1.15393
H 4.80684 1.78786 2.23378
H 6.36292 0.99417 1.90980
H 3.52295 0.98152 4.08811
H 4.22264 -0.33021 5.06122
H 2.33454 -1.15594 3.53814
H 3.90101 -1.92260 3.18107
*
```



# 3
A molecular structure, C45H44N6O3S3W. Source: the OMol25 dataset; level of theory: wB97M-V/def2-TZVPD.

## Properties
energy above the lowest of the compared OMol25 structures with the same formula, charge and spin	38.3	kcal/mol
molar mass	996.9	g/mol
HOMO level (spin up / spin down)	-12.685 / -13.245	eV
electronic energy	-96776.53617	eV
gap between HOMO and LUMO (spin up / spin down)	7.58 / 8.16	eV

```
! wB97M-V def2-TZVPD RIJCOSX def2/J DEFGRID3
* xyz 2 3
W -1.07141 -1.47917 -0.05973
N 0.95435 -1.59235 0.22136
S 2.25716 -0.91682 0.22666
N 2.53214 0.49051 1.00036
S 1.52157 1.57903 1.40351
N 0.77761 2.42214 0.31666
S -0.45200 1.83754 -0.53793
N -0.91770 0.46266 -0.25893
C -1.74232 3.00849 -0.26818
C -1.54448 4.34445 -0.59634
C -2.57277 5.23810 -0.35362
C -3.76629 4.79029 0.20419
C -3.94374 3.45101 0.52022
C -2.92445 2.53940 0.28257
C 0.03905 2.03505 -2.21545
C 1.28004 2.54104 -2.56637
C 1.58802 2.63543 -3.91688
C 0.67032 2.22580 -4.87168
C -0.56518 1.70594 -4.49624
C -0.89398 1.60410 -3.15739
C 0.37797 0.97473 2.60513
C -0.71516 1.77509 2.92154
C -1.58498 1.34403 3.90493
C -1.35539 0.13972 4.55835
C -0.24805 -0.63370 4.24691
C 0.63885 -0.21810 3.26547
C 2.51403 2.78614 2.21161
C 3.53293 2.32680 3.03805
C 4.27427 3.25897 3.74206
C 3.99010 4.61420 3.61791
C 2.96275 5.04882 2.79297
C 2.20416 4.13190 2.08105
C 2.85664 -0.52794 -1.40260
C 3.93223 0.33243 -1.59508
C 4.39707 0.53619 -2.88276
C 3.78317 -0.10058 -3.95536
C 2.70008 -0.94205 -3.74962
C 2.23379 -1.17009 -2.46274
C 3.49830 -1.92360 0.98404
C 3.18839 -3.26566 1.14405
C 4.14015 -4.10297 1.70792
C 5.37280 -3.59574 2.09032
C 5.66759 -2.24748 1.91789
C 4.72890 -1.39703 1.36037
H -0.61454 4.67613 -1.04197
H -2.44914 6.28244 -0.60495
H -4.56612 5.49506 0.38797
H -4.87671 3.11204 0.94990
H -3.03163 1.48969 0.52155
H 1.98004 2.86096 -1.80650
H 2.54724 3.03423 -4.21899
H 0.91748 2.30839 -5.92195
H -1.27020 1.37894 -5.24806
H -1.84295 1.17840 -2.84977
H -0.88269 2.71561 2.41082
H -2.44625 1.94605 4.16002
H -2.04778 -0.19789 5.31704
H -0.07116 -1.56537 4.76610
H 1.50931 -0.81198 3.02731
H 3.74217 1.26882 3.12513
H 5.07457 2.92850 4.38948
H 4.57517 5.33630 4.17120
H 2.74831 6.10442 2.70027
H 1.40134 4.45334 1.43369
H 4.39651 0.83455 -0.75762
H 5.24106 1.19193 -3.05038
H 4.15425 0.06159 -4.95883
H 2.22297 -1.43178 -4.58765
H 1.40231 -1.83838 -2.27998
H 2.21702 -3.63268 0.84077
H 3.91693 -5.15173 1.84751
H 6.11200 -4.25330 2.52748
H 6.63093 -1.86000 2.21979
H 4.94854 -0.34637 1.22958
C -6.07800 -1.08192 -2.39496
N -5.26089 -1.08418 -1.18221
C -5.82048 -1.09468 0.06260
C -5.09765 -1.11111 1.20172
C -3.66616 -1.13812 1.07968
O -2.83605 -1.13955 2.00681
N -3.14887 -1.16140 -0.18897
C -3.88248 -1.11702 -1.34104
O -3.35941 -1.09957 -2.44474
H -7.11741 -0.93885 -2.11376
H -5.96834 -2.02520 -2.92668
H -5.76018 -0.27631 -3.05165
H -6.90216 -1.08160 0.07670
H -5.56579 -1.11382 2.17263
C -0.86953 -4.92089 -2.01076
C -1.72042 -4.55915 -0.80630
C -3.19205 -4.45084 -1.16183
C -1.48278 -5.48243 0.37539
O -1.29065 -3.24027 -0.37540
H -1.13915 -5.91604 -2.36397
H 0.18925 -4.92486 -1.74833
H -1.03837 -4.21148 -2.82177
H -3.55384 -5.42901 -1.47849
H -3.33652 -3.74574 -1.98194
H -3.77760 -4.13470 -0.29737
H -1.78892 -6.49515 0.11301
H -2.06438 -5.15836 1.23820
H -0.42665 -5.50231 0.64526
*
```



# 4
A molecular structure, C45H45BrCoIN3OPS. Source: the OMol25 dataset; level of theory: wB97M-V/def2-TZVPD.

## Properties
energy above the lowest of the compared OMol25 structures with the same formula, charge and spin	179.1	kcal/mol
molar mass	972.7	g/mol
HOMO level (spin up / spin down)	-12.953 / -13.181	eV
electronic energy	-189788.30596	eV
gap between HOMO and LUMO (spin up / spin down)	7.22 / 5.80	eV

```
! wB97M-V def2-TZVPD RIJCOSX def2/J DEFGRID3
* xyz 2 5
Co 0.73447 0.27189 -0.27662
I 3.24084 1.36038 -0.32706
C 2.98615 2.47201 -2.08563
C 3.41374 3.76679 -1.98324
C 3.46106 4.60013 -3.11584
C 3.13406 4.08503 -4.32898
C 2.69079 2.74677 -4.46156
C 2.41582 2.24911 -5.75900
C 2.00168 0.96823 -5.95041
C 1.75481 0.16549 -4.82605
C 1.98155 0.60422 -3.54157
P 1.24080 -0.52391 -2.31834
C 2.07521 -2.11273 -2.51509
C 1.59476 -3.07602 -3.40011
C 2.27102 -4.27591 -3.55615
C 3.42854 -4.52088 -2.83155
C 3.91860 -3.56102 -1.95697
C 3.24677 -2.35938 -1.79913
C -0.48501 -0.75536 -2.77238
C -1.21851 -1.97583 -2.28068
C -2.47637 -2.68761 -2.90153
C -4.33841 -1.18023 -3.78025
C -3.56145 -0.03637 -3.25559
C -1.29905 0.30026 -2.59795
C 2.54407 1.90431 -3.31844
H 3.75292 4.15221 -1.03156
H 3.79744 5.62172 -3.01302
H 3.21669 4.68614 -5.22476
H 2.56029 2.91441 -6.60053
H 1.82323 0.57933 -6.94258
H 1.33466 -0.82081 -4.98433
H 0.69462 -2.89284 -3.97567
H 1.89562 -5.01808 -4.24698
H 3.95429 -5.45759 -2.95475
H 4.82906 -3.74484 -1.40353
H 3.65377 -1.60445 -1.13749
H -0.58781 -2.70431 -1.77480
H -2.32378 -3.75792 -3.03646
H -5.38947 -1.24342 -3.99837
H -4.07799 0.91573 -3.28688
H -0.05537 1.85821 -3.29373
C -0.11718 -1.17305 7.53255
C 0.55989 -1.88471 6.36249
C 2.05075 -2.07882 6.69670
C -0.10676 -3.25723 6.16152
C 0.45809 -1.10317 5.07003
C 1.03581 -1.65126 3.89230
C 0.95176 -0.96358 2.73302
Br 1.70637 -1.70205 1.15692
C 0.31779 0.33554 2.61804
O 0.31087 0.95410 1.51524
C -0.29886 0.87770 3.81958
C -0.19163 0.13052 4.97618
C -1.15137 2.14945 3.85868
C -1.00560 3.07934 2.65006
C -0.81266 2.97418 5.11116
C -2.61994 1.69012 3.93086
H -0.00317 -1.78001 8.42968
H -1.18696 -1.03820 7.36500
H 0.33507 -0.20171 7.73686
H 2.13846 -2.64369 7.62447
H 2.55131 -1.12004 6.83532
H 2.57944 -2.63515 5.92254
H -0.03707 -3.82529 7.08909
H 0.37691 -3.84432 5.38103
H -1.16217 -3.14904 5.90810
H 1.53294 -2.60982 3.92682
H -0.65983 0.51368 5.86759
H 0.03277 3.37580 2.48812
H -1.58454 3.98172 2.84873
H -1.39301 2.62528 1.74145
H 0.24402 3.24494 5.13176
H -1.05628 2.46258 6.03959
H -1.39680 3.89358 5.09497
H -2.89019 1.10163 3.05129
H -3.27167 2.56332 3.96933
H -2.80671 1.08651 4.81858
C -3.32084 -3.44041 -0.67145
N -3.25994 -2.37489 -1.65596
C -3.21467 -2.09705 -4.10165
C -3.17775 -0.66304 -4.55124
N -2.58764 -0.05856 -2.12781
C -2.30583 -1.32035 -1.39002
S -1.57935 -1.01957 0.19402
C -0.83015 1.72722 -2.51984
C -1.85070 2.77542 -2.79283
C -1.85020 3.94337 -2.10451
C -0.93382 4.11536 -1.04645
C -0.15207 3.01407 -0.62923
N -0.13094 1.85592 -1.22111
H -3.90161 -4.25929 -1.09151
H -3.82955 -3.07963 0.22024
H -2.33296 -3.82334 -0.37380
H -3.40102 -2.81186 -4.89613
H -3.10715 -0.25716 -5.54564
H -2.51699 2.61620 -3.62874
H -2.54528 4.73090 -2.35942
H -0.87564 5.03921 -0.49155
H 0.44015 3.09577 0.27451
*
```